[1]
{
  "formula": "C11H21N5O5",
  "method": "wB97M-V/def2-TZVPD",
  "lumo_ev": -0.5,
  "homo_energy_ev": -9.848,
  "total_charge": 0,
  "homo_lumo_gap_ha": 0.3439,
  "elements": ["C", "C", "C", "C", "C", "C", "C", "C", "C", "C", "C", "H", "H", "H", "H", "H", "H", "H", "H", "H", "H", "H", "H", "H", "H", "H", "H", "H", "H", "H", "H", "H", "N", "N", "N", "N", "N", "O", "O", "O", "O", "O"],
  "xyz": [[-2.15093, -1.11528, -0.74369], [-1.96911, 0.07997, 0.03028], [-3.68507, -1.17439, -0.86484], [-4.55758, 0.24049, -1.16622], [-5.74129, 0.23069, -0.03316], [-0.03470, 1.64088, 0.47509], [0.82836, 2.67462, -0.35207], [1.06559, 0.94762, 1.41093], [1.92815, -0.02815, 0.65798], [3.31883, -0.35975, 1.51644], [4.68157, -0.90907, -0.49363], [-1.40344, -1.73442, 1.35793], [-0.63119, -2.33419, -0.48356], [-1.50541, -1.22917, -1.72671], [-4.17226, -1.47721, -0.00169], [-4.23203, -1.95710, -1.51035], [-5.28490, 0.18291, -2.06398], [-3.85598, 1.08144, -1.22179], [-4.26245, 0.40900, 1.36015], [0.08220, -0.09318, -0.70294], [-0.74595, 2.07425, 1.29729], [1.72875, 1.68168, 1.79394], [0.47532, 0.52186, 2.23088], [1.63400, -1.22513, 0.59245], [2.18669, 0.21219, -0.49279], [2.91283, -0.47599, 2.66547], [3.87013, 0.54741, 1.64339], [3.67314, -2.25100, 0.57799], [4.59956, -2.61237, -1.76186], [5.95683, 0.67048, 0.38987], [6.00145, 0.35582, -1.31291], [-0.13463, 2.26114, -1.89739], [-1.52171, -2.29125, 0.11711], [-0.76655, 0.74144, -0.39081], [4.25348, -1.33636, 0.82211], [4.85642, -1.59637, -1.60626], [5.20192, 0.58768, -0.52771], [-2.77190, 0.63211, 0.78257], [-6.95720, 0.21404, -0.22240], [-5.25416, 0.09152, 1.33939], [1.79374, 3.28739, 0.25638], [0.58945, 2.83376, -1.74087]]
}


[2]
{
  "formula": "C4H4ClNO4S",
  "method": "wB97M-V/def2-TZVPD",
  "lumo_ev": -1.2,
  "homo_energy_ev": -9.325,
  "smiles": "O=C=[N+]([O-])S(=O)(=O)C/C=C/Cl",
  "total_charge": 0,
  "homo_lumo_gap_ha": 0.2996,
  "elements": ["O", "C", "N", "O", "S", "O", "O", "C", "C", "C", "Cl", "H", "H", "H", "H"],
  "xyz": [[0.72751, 2.76218, -0.36004], [0.75820, 1.83090, 0.33214], [1.17620, 0.82180, 0.91649], [0.93551, 0.18459, 1.98685], [1.46462, -0.50085, -0.43590], [2.61912, -1.22231, -0.04246], [1.44324, 0.14389, -1.70677], [-0.11952, -1.40122, -0.12615], [-1.17257, -0.47614, -0.57211], [-1.77781, 0.35207, 0.27654], [-2.93589, 1.50437, -0.21298], [-0.10291, -1.58862, 0.94533], [-0.04166, -2.30909, -0.71122], [-1.36460, -0.41869, -1.63302], [-1.60943, 0.31714, 1.34329]]
}


[3]
{
  "formula": "C20H31N5O4",
  "method": "wB97M-V/def2-TZVPD",
  "lumo_ev": 0.5,
  "homo_energy_ev": -9.102,
  "smiles": "C=CC[C@@]1(CCCOC)COC(=O)O1.CC#N.CC#N.CC#N.CC#N.CC#N",
  "total_charge": 0,
  "homo_lumo_gap_ha": 0.3528,
  "elements": ["C", "C", "C", "C", "C", "C", "C", "O", "C", "C", "O", "C", "O", "O", "H", "H", "H", "H", "H", "H", "H", "H", "H", "H", "H", "H", "H", "H", "H", "H", "C", "C", "N", "H", "H", "H", "C", "C", "N", "H", "H", "H", "C", "C", "N", "H", "H", "H", "C", "C", "N", "H", "H", "H", "C", "C", "N", "H", "H", "H"],
  "xyz": [[-4.34018, 0.51902, 2.09788], [-3.05942, 0.15276, 2.28867], [-1.87211, 0.61091, 1.39658], [-1.49114, -0.40833, 0.27684], [-2.06508, -0.23181, -1.18134], [-3.60673, -0.05271, -1.26941], [-4.43749, -1.30568, -0.83821], [-3.94419, -2.52150, -1.40054], [-3.65239, -3.50970, -0.42382], [0.03988, -0.09814, 0.05965], [0.79996, -0.96739, 0.92279], [-0.09705, -1.96167, 1.25651], [0.05339, -2.87602, 1.99815], [-1.33441, -1.79635, 0.61645], [-4.62303, 1.42911, 1.54439], [-5.11967, -0.16703, 2.48465], [-2.82340, -0.48545, 3.16571], [-0.99171, 0.65635, 2.08659], [-2.00207, 1.65234, 1.02889], [-1.59947, 0.70283, -1.60069], [-1.69005, -1.09271, -1.77454], [-3.99378, 0.83999, -0.73692], [-3.84172, 0.10889, -2.35068], [-4.58024, -1.35440, 0.26152], [-5.46293, -1.15925, -1.26826], [-4.46064, -4.27822, -0.32066], [-2.74485, -4.07092, -0.75337], [-3.42253, -3.10957, 0.58319], [0.31843, 0.92288, 0.39618], [0.37982, -0.14174, -1.00038], [-2.83104, -3.11451, 5.34961], [-3.20014, -1.68827, 5.31057], [-3.48701, -0.57540, 5.27374], [-1.87676, -3.23531, 5.85965], [-3.59451, -3.67914, 5.88274], [-2.74377, -3.50149, 4.33482], [2.51633, 2.23765, -2.98609], [1.09020, 2.30849, -2.62160], [-0.02348, 2.36197, -2.33797], [3.10079, 2.86127, -2.31657], [2.86873, 1.21313, -2.90942], [2.65611, 2.58338, -4.00859], [1.90994, 0.20500, -6.50027], [3.05410, 1.08656, -6.20731], [3.95306, 1.77128, -5.98886], [2.24756, -0.82797, -6.56886], [1.16801, 0.28560, -5.70623], [1.45301, 0.49446, -7.44525], [4.19327, 0.18785, 1.37495], [4.31092, 0.78867, 0.02928], [4.38568, 1.25394, -1.02198], [3.22987, -0.33940, 1.42597], [4.99425, -0.53127, 1.53520], [4.21784, 0.91555, 2.14944], [7.34390, 3.85555, 1.81901], [6.36383, 2.77106, 1.63864], [5.59450, 1.92274, 1.49779], [8.34421, 3.43615, 1.91530], [7.31837, 4.52294, 0.95858], [7.10702, 4.42303, 2.71788]]
}